{"formula": "C52H78N3O8P2Pt", "method": "ωB97M-V/def2-TZVPD", "elements": ["Pt", "O", "C", "C", "C", "C", "C", "C", "C", "O", "N", "O", "O", "H", "H", "H", "H", "C", "C", "C", "C", "C", "C", "C", "C", "C", "C", "C", "C", "C", "C", "C", "C", "C", "C", "C", "C", "C", "P", "C", "C", "C", "C", "C", "C", "C", "C", "H", "H", "H", "H", "H", "H", "H", "H", "H", "H", "H", "H", "H", "H", "H", "H", "H", "H", "H", "H", "H", "H", "H", "H", "H", "H", "H", "H", "H", "H", "H", "H", "H", "H", "H", "H", "H", "H", "H", "H", "H", "H", "H", "H", "H", "C", "C", "N", "C", "C", "C", "O", "C", "C", "C", "C", "N", "C", "H", "H", "H", "H", "H", "H", "H", "H", "H", "H", "H", "H", "H", "H", "C", "C", "O", "P", "O", "C", "C", "O", "C", "C", "H", "H", "H", "H", "H", "H", "H", "H", "H", "H", "H", "H", "H", "H", "H"], "positions_angstrom": [[-0.371153, 0.525388, 0.105883], [-0.455191, 1.407791, 2.047073], [-0.530440, 2.605924, 2.365592], [-0.706924, 3.697111, 1.489988], [-0.645025, 4.988905, 2.038088], [-0.796318, 6.066279, 1.214681], [-1.027290, 5.903606, -0.148599], [-1.085960, 4.639331, -0.697012], [-0.925174, 3.497187, 0.105529], [-1.104380, 2.308965, -0.470031], [-0.716066, 7.428668, 1.782750], [-0.907920, 8.346399, 1.021783], [-0.459210, 7.508798, 2.962608], [-0.476074, 2.816052, 3.440502], [-0.480859, 5.143114, 3.097609], [-1.157032, 6.785517, -0.762749], [-1.284541, 4.511990, -1.750431], [1.972713, -1.561293, -6.187423], [2.684577, -1.589411, -4.817062], [3.328785, -2.948050, -4.569837], [1.695078, -1.162366, -3.776216], [1.257696, 0.161481, -3.752076], [0.175074, 0.593755, -3.028722], [-0.303146, 1.944023, -3.577193], [-1.764233, 2.362698, -3.495154], [0.653151, 3.027968, -3.070161], [-0.475067, -0.320775, -1.994642], [0.152929, -1.697563, -1.987957], [1.128417, -2.060683, -2.869031], [-0.357725, -2.815423, -1.117215], [0.798954, -3.492344, -0.363496], [-1.060097, -3.881247, -1.982694], [-1.938648, -0.504699, -2.504114], [-1.988093, -0.973713, -3.822667], [-3.165684, -1.014706, -4.544498], [-4.334402, -0.535129, -3.968863], [-4.308607, -0.131209, -2.649598], [-3.136754, -0.155982, -1.880417], [-3.286892, 0.027297, -0.087438], [-4.337409, -1.532345, 0.408030], [-3.602232, -2.819163, 0.016338], [-4.659834, -1.510926, 1.914773], [-5.670902, -1.647649, -0.357172], [-4.355853, 1.564966, 0.348247], [-4.186309, 2.670968, -0.701948], [-5.873236, 1.358316, 0.451188], [-3.853015, 2.020593, 1.720579], [2.676494, -1.865784, -6.960337], [1.598710, -0.569768, -6.440004], [1.137038, -2.263763, -6.198836], [3.462857, -0.820208, -4.837523], [2.598603, -3.757125, -4.628792], [3.828890, -3.000813, -3.600394], [4.077200, -3.137949, -5.337362], [1.690579, 0.841519, -4.477106], [-0.094771, 1.860800, -4.646717], [-2.123559, 2.431055, -2.478115], [-2.411719, 1.693139, -4.054925], [-1.851887, 3.348166, -3.957658], [0.462362, 3.234567, -2.026377], [0.504947, 3.946283, -3.640360], [1.694734, 2.726473, -3.186090], [1.473458, -3.082780, -2.870499], [-1.073090, -2.397184, -0.417292], [1.403074, -4.091819, -1.043122], [0.408607, -4.170430, 0.397433], [1.462971, -2.779222, 0.113535], [-0.326413, -4.473783, -2.528774], [-1.745863, -3.442541, -2.707153], [-1.622524, -4.565667, -1.347587], [-1.070985, -1.283898, -4.311019], [-3.161276, -1.385727, -5.560801], [-5.256511, -0.497294, -4.532532], [-5.228133, 0.205316, -2.192830], [-2.719011, -3.037525, 0.603326], [-3.335250, -2.805557, -1.040302], [-4.290375, -3.653611, 0.165055], [-3.794668, -1.389320, 2.569165], [-5.123789, -2.466921, 2.166131], [-5.373082, -0.736200, 2.180355], [-5.514011, -1.858526, -1.411886], [-6.329687, -0.799245, -0.252761], [-6.193336, -2.510504, 0.060443], [-4.632631, 2.391102, -1.654840], [-3.156892, 2.939542, -0.874631], [-4.715640, 3.556289, -0.342990], [-6.324743, 1.123682, -0.510216], [-6.294903, 2.314311, 0.767665], [-6.184269, 0.621369, 1.182953], [-2.811970, 2.309244, 1.675058], [-3.967288, 1.240747, 2.477862], [-4.435299, 2.883772, 2.047835], [5.364061, -2.761081, 5.015346], [4.250504, -3.802989, 5.075534], [2.926405, -3.224575, 4.818143], [2.191056, -2.715202, 5.975802], [1.590508, -3.811249, 6.851745], [2.565358, -3.046633, 3.525914], [3.333268, -3.250012, 2.593516], [1.171663, -2.585625, 3.188192], [0.009303, -3.169694, 3.669708], [-1.201915, -2.742382, 3.154833], [-1.203572, -1.786394, 2.158515], [-0.091151, -1.256048, 1.652920], [1.075742, -1.641533, 2.178299], [6.312898, -3.240802, 5.252146], [5.202301, -1.965551, 5.744435], [5.435125, -2.337069, 4.015749], [4.213615, -4.248351, 6.068063], [4.425727, -4.587005, 4.342497], [1.422799, -2.025919, 5.628484], [2.905790, -2.139271, 6.568980], [0.753184, -4.313151, 6.367783], [1.227524, -3.368287, 7.778469], [2.332640, -4.563533, 7.113245], [0.047063, -3.950819, 4.416997], [-2.139930, -3.151295, 3.505508], [-2.113952, -1.412029, 1.738007], [1.973157, -1.228102, 1.764224], [4.914475, 0.144917, -1.936203], [3.752470, -0.163351, -1.031536], [2.902726, 1.040476, -0.989131], [1.833915, 1.317558, 0.121174], [2.417671, 0.806049, 1.478022], [3.555317, 1.453811, 2.172245], [4.551777, 0.412853, 2.606715], [1.806977, 2.864416, 0.248261], [2.530669, 3.949760, -0.457440], [3.113059, 4.880818, 0.573904], [5.567453, -0.726600, -1.994214], [5.499341, 0.980705, -1.553880], [4.575080, 0.391675, -2.940167], [4.076804, -0.385329, -0.017585], [3.141879, -0.986177, -1.388228], [3.108804, 1.971805, 3.018899], [3.994121, 2.191722, 1.501877], [4.081642, -0.360939, 3.211940], [5.323402, 0.895033, 3.207798], [5.042319, -0.062777, 1.759567], [1.790173, 4.443354, -1.077871], [3.286862, 3.481734, -1.083516], [2.368851, 5.137667, 1.327591], [3.419546, 5.803977, 0.080555], [3.988867, 4.458818, 1.064361]], "atomic_forces_ev_per_a": [[-1.770, -0.026, 1.246], [0.281, -0.692, 0.089], [-0.095, -0.050, 0.170], [0.123, 0.146, -0.168], [-0.016, -0.038, 0.033], [-0.009, 0.017, -0.065], [0.002, 0.038, 0.027], [-0.133, -0.202, -0.025], [0.045, 0.060, 0.192], [0.526, -0.264, -0.729], [0.003, 0.035, 0.026], [0.002, -0.004, -0.044], [0.004, -0.035, 0.019], [-0.014, -0.034, -0.033], [0.011, -0.012, 0.001], [-0.009, -0.007, -0.011], [-0.040, 0.032, -0.003], [-0.051, -0.009, 0.000], [-0.023, -0.056, 0.077], [0.011, 0.000, 0.039], [0.303, -0.066, 0.056], [-0.113, 0.155, 0.126], [0.035, 0.025, -0.086], [-0.006, 0.010, 0.043], [0.028, 0.063, 0.072], [0.003, 0.044, -0.101], [0.298, -0.048, 0.189], [-0.007, -0.049, 0.107], [0.056, -0.013, 0.148], [0.060, -0.023, -0.071], [-0.118, -0.018, -0.010], [-0.112, 0.081, -0.034], [0.078, -0.010, -0.111], [-0.019, 0.063, -0.031], [-0.002, 0.021, 0.003], [0.050, -0.014, -0.040], [-0.028, 0.073, 0.054], [-0.078, -0.028, -0.067], [0.172, 0.170, -0.123], [0.113, -0.050, 0.123], [0.043, 0.050, 0.030], [0.145, -0.079, -0.016], [0.020, 0.092, -0.063], [0.081, -0.019, -0.103], [0.037, -0.059, 0.102], [-0.031, -0.045, -0.012], [-0.100, -0.050, 0.012], [0.006, 0.009, 0.010], [-0.005, 0.002, -0.001], [0.009, -0.011, -0.004], [0.028, 0.070, -0.040], [0.006, -0.003, -0.022], [-0.015, 0.002, -0.003], [0.004, 0.009, 0.007], [-0.026, -0.020, -0.027], [-0.034, -0.052, 0.005], [-0.039, -0.031, 0.007], [-0.035, -0.058, -0.014], [-0.001, -0.002, -0.006], [0.045, -0.025, 0.111], [-0.017, 0.006, 0.033], [0.015, 0.040, 0.003], [-0.014, -0.032, -0.011], [-0.070, 0.000, 0.077], [-0.018, -0.051, 0.017], [-0.003, 0.039, 0.014], [0.089, 0.008, 0.041], [0.011, 0.024, -0.025], [-0.056, -0.012, 0.047], [0.030, 0.002, 0.032], [-0.036, -0.005, 0.008], [-0.011, 0.015, -0.003], [-0.002, -0.013, -0.003], [-0.007, -0.010, -0.003], [0.145, -0.005, 0.094], [0.000, -0.012, -0.010], [0.007, 0.012, 0.000], [-0.059, 0.001, -0.052], [0.009, 0.001, 0.014], [0.017, -0.014, -0.002], [-0.007, -0.040, 0.010], [-0.040, -0.061, -0.046], [0.030, -0.007, 0.044], [0.000, -0.005, -0.021], [0.078, 0.056, -0.001], [0.005, -0.003, 0.005], [-0.030, 0.046, 0.005], [0.033, 0.028, 0.005], [-0.010, 0.052, -0.003], [0.076, 0.048, 0.004], [0.012, 0.025, -0.016], [0.010, 0.017, 0.001], [-0.086, -0.188, 0.048], [0.141, 0.260, -0.004], [-0.457, -0.007, -0.544], [0.072, -0.264, 0.100], [-0.001, 0.203, -0.026], [0.660, -0.040, 0.731], [-0.164, 0.068, -0.342], [-0.085, -0.025, -0.006], [0.107, 0.063, 0.009], [-0.059, 0.093, -0.122], [-0.352, 0.066, 0.104], [0.560, 0.826, -1.083], [-0.035, -0.140, -0.116], [0.034, 0.051, -0.005], [0.002, 0.024, -0.016], [0.009, 0.024, -0.028], [0.003, -0.087, -0.040], [-0.012, -0.030, 0.037], [0.006, 0.066, 0.065], [-0.074, 0.085, -0.018], [0.021, -0.053, 0.002], [-0.035, -0.043, 0.021], [-0.013, -0.004, 0.001], [0.022, 0.029, 0.009], [-0.008, 0.020, -0.025], [-0.089, -0.051, 0.024], [0.128, -0.030, -0.033], [-0.007, -0.032, -0.003], [0.145, 0.037, -0.025], [-0.491, -0.202, -0.118], [0.760, 0.300, 0.415], [-0.173, -0.154, -0.054], [0.031, 0.077, 0.051], [-0.077, -0.052, -0.021], [-0.382, 0.027, -0.300], [0.152, -0.066, 0.128], [0.001, -0.004, -0.018], [-0.008, 0.002, 0.002], [0.002, -0.011, 0.021], [-0.019, 0.003, -0.062], [-0.030, 0.004, -0.002], [-0.081, -0.087, -0.086], [0.007, 0.005, -0.013], [0.022, -0.031, -0.016], [-0.012, -0.005, 0.038], [-0.019, 0.012, 0.009], [0.043, -0.011, 0.021], [-0.021, 0.013, 0.023], [-0.014, 0.038, -0.050], [-0.015, 0.026, -0.012], [0.031, -0.019, -0.009], [-0.024, 0.003, 0.026]], "mulliken_charge": [4.264, -1.176, -0.728, 0.737, -0.553, -1.419, -0.252, -0.425, 0.340, 0.750, 1.030, -0.587, -0.591, 0.463, 0.709, 0.635, 0.196, -1.505, 0.635, -1.803, -0.190, -0.851, -1.008, -0.082, -1.972, -0.942, 1.196, 0.879, -0.987, 1.369, -1.853, -1.615, 0.287, 0.029, -0.730, -1.552, -0.326, 0.861, -0.453, 2.126, -1.432, -1.252, -1.950, 2.582, -2.233, -2.053, -2.453, 0.494, 0.372, 0.347, 0.293, 0.393, 0.336, 0.490, 0.984, 0.867, 0.321, 0.550, 0.635, -0.640, 0.797, 0.423, 0.530, -1.674, 0.527, 0.510, 0.259, 0.428, 0.359, 0.467, 0.255, 0.486, 0.503, 0.689, 0.012, 0.215, 0.697, 0.015, 0.543, 0.332, 0.466, 0.324, 0.629, 0.358, 0.513, 0.635, 0.395, 0.593, 0.398, 0.652, 0.279, 0.575, -0.988, -0.700, 0.293, -0.572, -1.030, 0.064, -0.678, 0.742, -0.756, -0.423, 0.235, 0.510, -3.000, 0.450, 0.277, 0.171, 0.378, 0.432, 0.337, 0.414, 0.216, 0.417, 0.311, 0.584, 0.777, -1.007, 1.175, -1.729, 1.166, -0.456, 0.297, 0.147, -0.072, -1.194, 0.269, -0.197, -1.412, 0.419, 0.412, 0.298, -0.176, -0.328, 0.399, 0.087, 0.088, 0.571, 0.345, 0.364, 0.264, 0.243, 0.421, 0.403], "homo_ha": -0.564, "homo_lumo_gap_ev": 5.41, "total_charge": 3, "largest_force_ha_per_bohr": 0.042, "lumo_ev": -9.94}